[1]
Formula: C4H38NO13S2
Source: the OMol25 dataset
Level of theory: wB97M-V/def2-TZVPD

Results
LUMO level in eV: -2.31
Max |F| in eV/Å: 1.44
ΔE to the lowest compared entry with this formula, charge and spin in kcal/mol: 0.0
Orbital gap in Eh: 0.3317
HOMO in hartree: -0.4166
Total energy in a.u.: -2004.34965

The geometry in ORCA input format:
```
! RIJCOSX wB97M-V def2-TZVPD def2/J DEFGRID3
* xyz 1 1
N -2.310 0.724 0.329
C -1.990 -0.640 -0.187
C -2.926 -1.024 -1.325
S -2.846 0.036 -2.809
S -1.221 -0.405 -3.899
C 0.193 0.586 -3.318
C 1.364 -0.302 -3.002
H -2.159 1.469 -0.379
H -3.281 0.783 0.626
H -1.688 0.928 1.117
H -2.073 -1.356 0.636
H -0.960 -0.667 -0.507
H -3.971 -0.987 -1.029
H -2.734 -2.059 -1.601
H 0.470 1.288 -4.116
H -0.101 1.203 -2.479
H 1.687 -0.923 -3.837
H 1.193 -0.993 -2.164
H 2.262 0.261 -2.701
H 1.276 0.883 0.200
H 0.455 2.102 -0.159
O 0.337 1.215 0.184
H 2.849 -0.442 0.131
H 3.185 0.555 1.306
O 2.988 0.518 0.332
H 3.723 3.353 -0.736
H 2.960 2.029 -0.495
O 2.862 2.946 -0.868
H 3.116 -2.760 -0.021
H 2.307 -2.143 1.207
O 2.379 -2.166 0.202
H -1.145 -2.622 3.219
H -1.496 -2.254 4.656
O -1.350 -1.841 3.799
H -0.629 2.648 2.105
H -1.392 2.567 3.448
O -1.088 2.047 2.704
H 2.314 0.600 3.332
H 3.728 1.252 3.530
O 3.256 0.577 3.034
H -2.084 3.644 -1.759
H -0.914 3.507 -0.723
O -1.806 3.190 -0.968
H -1.521 -4.694 2.004
H -0.492 -3.783 1.215
O -0.895 -3.963 2.099
H 0.281 -4.129 -0.929
H 0.876 -2.892 -0.147
O 0.053 -3.386 -0.368
H 0.562 5.011 -0.192
H 1.506 3.762 -0.350
O 0.598 4.052 -0.059
H 1.573 -1.381 3.035
H 3.079 -1.591 3.140
O 2.295 -2.000 2.773
H -0.042 -0.675 3.819
H 0.122 0.762 3.150
O 0.602 0.056 3.641
*
```


[2]
Formula: C2H2FI3
Source: the OMol25 dataset
Level of theory: wB97M-V/def2-TZVPD

Results
LUMO level (alpha / beta) in eV: -1.11 / -1.29
Max |F| in eV/Å: 0.50
ΔE to the lowest compared entry with this formula, charge and spin in kcal/mol: 76.2
Orbital gap (alpha / beta) in Eh: 0.2547 / 0.2580
HOMO (alpha / beta) in hartree: -0.2954 / -0.3055
Total energy in a.u.: -1070.19384

The geometry in ORCA input format:
```
! RIJCOSX wB97M-V def2-TZVPD def2/J DEFGRID3
* xyz 0 1
C -0.260 -0.256 1.802
C 0.633 -0.198 -2.316
F 0.782 0.546 2.053
I -2.121 0.708 2.227
I -0.501 1.228 -3.349
I -0.052 -0.962 -0.507
H -0.149 -1.186 2.359
H 1.669 0.120 -2.268
*
```


[3]
Formula: C42H105CrCsN7O4P
Source: the OMol25 dataset
Level of theory: wB97M-V/def2-TZVPD

Results
LUMO level (alpha / beta) in eV: -4.07 / -3.64
Max |F| in eV/Å: 2.76
ΔE to the lowest compared entry with this formula, charge and spin in kcal/mol: 0.0
Orbital gap (alpha / beta) in Eh: 0.2149 / 0.2307
HOMO (alpha / beta) in hartree: -0.3645 / -0.3646
Total energy in a.u.: -3753.36989

The geometry in ORCA input format:
```
! RIJCOSX wB97M-V def2-TZVPD def2/J DEFGRID3
* xyz 1 4
Cr -1.618 -1.062 -2.216
Cs 0.208 3.324 -1.457
P -0.801 0.189 -0.473
O -0.212 1.111 0.481
O 0.077 -0.867 -1.310
O -1.423 0.824 -1.797
O -2.014 -0.850 -0.327
C 3.065 -2.673 -0.576
C 3.602 -2.951 -1.985
N 4.631 -3.953 -2.090
C 4.209 -5.285 -1.663
C 2.975 -5.749 -2.409
C 5.892 -3.538 -1.499
C 7.080 -4.334 -1.992
H 2.503 -3.504 -0.146
H 2.384 -1.810 -0.569
H 3.873 -2.387 0.104
H 2.766 -3.200 -2.645
H 4.017 -2.026 -2.380
H 5.027 -5.976 -1.852
H 4.024 -5.280 -0.573
H 2.788 -6.816 -2.305
H 2.071 -5.233 -2.068
H 3.113 -5.514 -3.469
H 5.866 -3.504 -0.391
H 6.054 -2.485 -1.767
H 8.017 -3.911 -1.628
H 7.078 -4.365 -3.081
H 7.082 -5.365 -1.630
C -6.981 4.359 -1.146
C -6.069 3.322 -0.544
N -4.657 3.536 -0.828
C -4.352 3.745 -2.240
C -4.526 2.541 -3.169
C -3.835 2.478 -0.282
C -3.964 2.295 1.217
H -6.595 5.368 -0.984
H -7.958 4.311 -0.666
H -7.122 4.235 -2.220
H -6.195 3.367 0.540
H -6.397 2.300 -0.820
H -4.973 4.564 -2.601
H -3.325 4.127 -2.280
H -4.568 2.911 -4.197
H -3.687 1.849 -3.085
H -5.473 2.028 -3.000
H -2.777 2.682 -0.513
H -4.045 1.508 -0.772
H -4.008 3.243 1.764
H -3.163 1.676 1.625
H -4.914 1.820 1.489
C -0.323 -5.150 -1.201
C -0.476 -3.650 -1.406
N -1.710 -3.208 -2.142
C -1.802 -3.938 -3.426
C -0.577 -3.728 -4.310
C -2.908 -3.499 -1.312
C -4.142 -2.747 -1.793
H 0.483 -5.306 -0.486
H -0.100 -5.688 -2.123
H -1.219 -5.603 -0.776
H -0.544 -3.245 -0.396
H 0.413 -3.230 -1.866
H -2.700 -3.622 -3.956
H -1.909 -5.008 -3.237
H -0.070 -2.774 -4.139
H -0.885 -3.752 -5.355
H 0.144 -4.534 -4.189
H -3.133 -4.571 -1.359
H -2.707 -3.294 -0.264
H -4.992 -3.089 -1.202
H -4.053 -1.668 -1.607
H -4.388 -2.979 -2.828
C 4.089 1.820 -0.602
C 3.166 1.070 -1.541
N 2.946 1.732 -2.831
C 2.004 0.948 -3.614
C 1.624 1.621 -4.918
C 4.210 2.000 -3.519
C 5.064 0.788 -3.900
H 3.962 1.416 0.403
H 3.866 2.892 -0.560
H 5.143 1.742 -0.875
H 3.566 0.063 -1.709
H 2.203 0.910 -1.042
H 2.304 -0.101 -3.800
H 1.077 0.842 -3.038
H 0.778 1.136 -5.405
H 1.365 2.672 -4.747
H 2.441 1.634 -5.642
H 4.806 2.706 -2.937
H 3.960 2.564 -4.420
H 5.929 1.139 -4.461
H 4.512 0.104 -4.551
H 5.409 0.210 -3.042
C -2.588 0.384 4.610
C -2.073 -0.690 3.672
N -2.895 -1.894 3.610
C -4.288 -1.636 3.217
C -4.527 -1.227 1.777
C -2.251 -2.845 2.714
C -2.919 -4.220 2.674
H -2.722 -0.049 5.604
H -3.529 0.822 4.283
H -1.823 1.149 4.747
H -1.759 -0.268 2.693
H -1.104 -1.011 4.085
H -4.871 -2.534 3.442
H -4.692 -0.892 3.905
H -3.850 -0.442 1.446
H -4.448 -2.080 1.102
H -5.545 -0.842 1.670
H -1.237 -3.009 3.093
H -2.115 -2.462 1.687
H -3.843 -4.217 2.091
H -3.139 -4.574 3.680
H -2.226 -4.926 2.210
C -2.552 5.851 0.396
C -1.266 6.233 1.104
N -0.288 5.154 1.127
C -0.693 3.940 1.864
C -1.142 4.158 3.302
C 0.944 5.747 1.681
C 2.111 4.779 1.862
H -3.100 5.058 0.898
H -2.328 5.507 -0.619
H -3.219 6.707 0.303
H -0.834 7.087 0.576
H -1.490 6.621 2.111
H -1.512 3.428 1.346
H 0.144 3.247 1.761
H -2.071 4.734 3.281
H -1.365 3.201 3.772
H -0.423 4.718 3.898
H 0.752 6.220 2.654
H 1.234 6.546 0.993
H 3.071 5.271 1.986
H 2.150 3.956 1.148
H 1.916 4.260 2.810
C 1.426 -1.972 2.489
C 1.638 -0.465 2.500
N 2.678 -0.007 3.405
C 4.017 -0.328 2.968
C 4.964 -0.571 4.150
C 2.490 1.382 3.742
C 1.490 1.540 4.886
H 0.672 -2.232 1.743
H 1.142 -2.344 3.475
H 2.351 -2.490 2.221
H 1.860 -0.139 1.465
H 0.687 -0.001 2.762
H 4.438 0.463 2.319
H 3.988 -1.215 2.331
H 4.638 -1.412 4.752
H 5.045 0.344 4.741
H 5.987 -0.731 3.794
H 3.448 1.757 4.112
H 2.157 2.002 2.891
H 1.550 2.545 5.313
H 0.460 1.394 4.551
H 1.704 0.818 5.672
*
```


[4]
Formula: C20H29AsN3O4OsPS4
Source: the OMol25 dataset
Level of theory: wB97M-V/def2-TZVPD

Results
LUMO level (alpha / beta) in eV: -1.76 / -1.75
Max |F| in eV/Å: 0.14
ΔE to the lowest compared entry with this formula, charge and spin in kcal/mol: 0.0
Orbital gap (alpha / beta) in Eh: 0.2278 / 0.2285
HOMO (alpha / beta) in hartree: -0.2926 / -0.2927
Total energy in a.u.: -5505.41450

The geometry in ORCA input format:
```
! RIJCOSX wB97M-V def2-TZVPD def2/J DEFGRID3
* xyz 0 1
Os 1.611 -1.545 0.145
O 0.353 -1.015 -1.610
C -1.035 -1.462 -1.528
C -1.189 -2.223 -0.192
O -2.265 -2.593 0.197
O -0.061 -2.523 0.424
C -1.914 -0.226 -1.651
C -3.046 -0.019 -0.871
C -3.820 1.120 -1.054
C -3.484 2.053 -2.022
C -2.366 1.840 -2.815
C -1.588 0.709 -2.630
C -1.275 -2.476 -2.642
C -2.380 -2.403 -3.479
C -2.555 -3.347 -4.481
C -1.631 -4.365 -4.655
C -0.532 -4.451 -3.812
C -0.359 -3.517 -2.804
H 0.753 -1.370 -2.418
H -3.328 -0.748 -0.125
H -4.696 1.269 -0.436
H -4.094 2.935 -2.166
H -2.095 2.559 -3.578
H -0.713 0.560 -3.249
H -3.106 -1.611 -3.352
H -3.418 -3.280 -5.130
H -1.769 -5.096 -5.441
H 0.186 -5.251 -3.929
H 0.485 -3.615 -2.130
S 5.058 -4.602 1.012
As 4.798 -2.655 0.448
S 3.162 -1.503 1.653
S 3.032 -2.508 -1.130
S 6.223 -1.253 -0.029
C -1.099 1.404 3.604
N 0.280 1.008 3.337
C 0.624 -0.279 3.949
P 0.912 1.306 1.840
O 0.621 0.175 0.868
N 2.498 1.594 2.066
C 3.327 1.801 0.880
C 3.191 1.741 3.334
N 0.244 2.669 1.220
C 0.577 3.970 1.775
C -0.934 2.660 0.364
H -1.242 1.470 4.684
H -1.818 0.681 3.205
H -1.307 2.381 3.174
H 0.488 -0.207 5.029
H 1.664 -0.531 3.751
H -0.005 -1.088 3.563
H 2.763 1.564 -0.021
H 4.201 1.146 0.906
H 3.659 2.842 0.828
H 2.480 1.740 4.155
H 3.734 2.691 3.345
H 3.911 0.931 3.472
H 1.479 3.909 2.380
H -0.234 4.360 2.399
H 0.752 4.681 0.964
H -1.095 1.667 -0.042
H -0.784 3.356 -0.464
H -1.830 2.970 0.915
*
```


[5]
Formula: C2F2NO3S
Source: the OMol25 dataset
Level of theory: wB97M-V/def2-TZVPD

Results
LUMO level in eV: 3.77
SMILES: N#CO[S@@](=O)([O-])=C(F)F
Max |F| in eV/Å: 2.82
ΔE to the lowest compared entry with this formula, charge and spin in kcal/mol: 64.3
Orbital gap in Eh: 0.3041
HOMO in hartree: -0.1658
Total energy in a.u.: -954.56930

The geometry in ORCA input format:
```
! RIJCOSX wB97M-V def2-TZVPD def2/J DEFGRID3
* xyz -1 1
N 2.526 0.721 -0.993
C 1.800 -0.026 -0.475
O 1.056 -0.785 0.191
S -0.555 -0.775 0.311
O -0.943 -1.551 -0.848
O -0.670 -1.375 1.580
C -0.626 1.074 0.446
F -0.678 1.370 -0.948
F -1.908 1.347 0.737
*
```


[6]
Formula: C38H38CrN4OS
Source: the OMol25 dataset
Level of theory: wB97M-V/def2-TZVPD

Results
LUMO level (alpha / beta) in eV: -2.46 / -2.44
Max |F| in eV/Å: 3.12
ΔE to the lowest compared entry with this formula, charge and spin in kcal/mol: 0.0
Orbital gap (alpha / beta) in Eh: 0.2104 / 0.2094
HOMO (alpha / beta) in hartree: -0.3007 / -0.2991
Total energy in a.u.: -3207.40616

The geometry in ORCA input format:
```
! RIJCOSX wB97M-V def2-TZVPD def2/J DEFGRID3
* xyz 1 2
Cr 0.413 0.020 -0.216
C -1.246 -1.947 -1.116
C -2.137 -0.645 -1.102
N -1.418 0.608 -0.734
C -1.877 1.432 0.424
C -0.687 2.101 1.115
C -0.700 3.177 1.979
C 0.465 3.471 2.688
C 1.576 2.634 2.600
C 1.532 1.576 1.714
C 2.518 0.408 1.594
N 2.297 -0.350 0.323
C 2.343 -1.837 0.290
C 1.149 -2.564 -0.474
N 0.218 -1.696 -1.254
N 0.452 1.414 0.936
H -1.606 -2.596 -1.919
H -1.396 -2.459 -0.173
H -2.946 -0.820 -0.393
H -2.581 -0.517 -2.090
H -1.378 1.217 -1.548
H -2.293 0.742 1.161
H -2.647 2.153 0.141
H -1.600 3.757 2.134
H 0.480 4.312 3.367
H 2.437 2.794 3.234
H 2.300 -0.263 2.429
H 3.550 0.752 1.684
H 2.947 0.020 -0.363
H 2.311 -2.193 1.319
H 3.288 -2.168 -0.151
H 0.554 -3.067 0.282
H 1.576 -3.332 -1.126
H 0.457 -1.739 -2.239
C -0.202 -0.953 1.344
C -0.104 -1.369 2.524
C 0.051 -1.743 3.826
C 0.025 -0.659 4.828
C 0.916 -0.631 5.911
C 0.902 0.414 6.819
C -0.013 1.448 6.685
C -0.889 1.447 5.609
C -0.861 0.417 4.686
C 0.376 -3.121 4.180
C 0.144 -3.614 5.475
C 0.559 -4.883 5.837
C 1.196 -5.706 4.919
C 1.346 -5.271 3.610
C 0.928 -4.005 3.242
H 1.641 -1.426 6.022
H 1.610 0.419 7.639
H -0.047 2.245 7.417
H -1.601 2.255 5.497
H -1.553 0.406 3.853
H -0.385 -2.995 6.185
H 0.374 -5.232 6.846
H 1.559 -6.680 5.220
H 1.791 -5.928 2.872
H 1.036 -3.677 2.216
O 1.336 1.034 -1.942
S 2.084 1.895 -2.916
C 3.683 2.280 -2.162
C 4.565 1.298 -1.728
C 5.717 1.666 -1.055
C 5.998 3.010 -0.833
C 5.143 3.987 -1.319
C 3.978 3.623 -1.980
C 2.684 0.775 -4.193
C 2.773 -0.584 -3.939
C 3.306 -1.420 -4.908
C 3.735 -0.891 -6.118
C 3.607 0.467 -6.375
C 3.074 1.309 -5.411
H 4.384 0.253 -1.949
H 6.402 0.901 -0.714
H 6.886 3.292 -0.284
H 5.375 5.034 -1.179
H 3.298 4.382 -2.350
H 2.420 -0.974 -2.992
H 3.388 -2.482 -4.718
H 4.169 -1.541 -6.866
H 3.919 0.872 -7.329
H 2.962 2.370 -5.602
*
```


[7]
Formula: C13H9NO2S
Source: the OMol25 dataset
Level of theory: wB97M-V/def2-TZVPD

Results
LUMO level in eV: -0.62
SMILES: O=C1C=CC(O)(c2nc3ccccc3s2)C=C1
Max |F| in eV/Å: 6.53
Orbital gap in Eh: 0.3162
HOMO in hartree: -0.3391
Total energy in a.u.: -1104.12122

The geometry in ORCA input format:
```
! RIJCOSX wB97M-V def2-TZVPD def2/J DEFGRID3
* xyz 0 1
O -1.925 0.203 4.527
C -0.919 0.347 3.831
C -0.685 1.593 3.011
C 0.447 1.621 2.111
C 0.987 0.303 1.594
O 2.359 0.618 1.400
C 0.437 -0.080 0.229
N 1.227 -0.395 -0.747
C 0.482 -0.382 -1.866
C 1.008 -0.537 -3.159
C 0.142 -0.667 -4.236
C -1.231 -0.423 -4.110
C -1.801 -0.352 -2.811
C -0.921 -0.335 -1.742
S -1.271 0.000 -0.062
C 0.856 -0.840 2.572
C -0.175 -0.834 3.494
H -1.149 2.491 3.171
H 0.645 2.601 1.637
H 2.396 0.570 0.386
H 2.022 -0.841 -3.317
H 0.410 -0.832 -5.300
H -1.938 -0.574 -4.982
H -2.838 -0.203 -2.646
H 1.672 -1.539 2.714
H -0.236 -1.515 4.301
*
```


[8]
Formula: C20H25ClN2O5
Source: the OMol25 dataset
Level of theory: wB97M-V/def2-TZVPD

Results
LUMO level in eV: -0.05
SMILES: Cc1c(C)c2cc(Cl)c(O[C@H](C)C(=O)NCCN3CCOCC3)cc2oc1=O
Max |F| in eV/Å: 0.98
ΔE to the lowest compared entry with this formula, charge and spin in kcal/mol: 45.7
Orbital gap in Eh: 0.3084
HOMO in hartree: -0.3103
Total energy in a.u.: -1723.03894

The geometry in ORCA input format:
```
! RIJCOSX wB97M-V def2-TZVPD def2/J DEFGRID3
* xyz 0 1
C 0.074 -5.039 -0.393
C -0.475 -3.646 -0.435
C -1.590 -3.246 0.229
C -2.397 -4.176 1.078
C -2.015 -1.870 0.122
C -3.115 -1.330 0.802
C -3.444 -0.005 0.662
Cl -4.782 0.651 1.533
C -2.708 0.858 -0.176
O -3.107 2.149 -0.184
C -2.514 3.090 -1.073
C -2.905 2.859 -2.529
C -0.986 3.185 -0.896
O -0.235 3.395 -1.824
N -0.585 3.051 0.384
C 0.804 2.884 0.739
C 1.068 1.461 1.296
N 2.369 0.900 1.031
C 3.480 1.661 1.573
C 4.747 0.809 1.453
O 5.003 0.458 0.116
C 3.913 -0.252 -0.428
C 2.625 0.568 -0.361
C -1.630 0.328 -0.867
C -1.281 -1.012 -0.705
O -0.183 -1.430 -1.367
C 0.291 -2.710 -1.255
O 1.310 -2.976 -1.844
H 0.979 -5.076 -0.995
H -0.643 -5.753 -0.797
H 0.319 -5.332 0.626
H -3.433 -4.183 0.742
H -2.011 -5.188 1.032
H -2.380 -3.844 2.115
H -3.711 -1.947 1.453
H -2.934 4.048 -0.738
H -2.645 1.854 -2.848
H -2.366 3.569 -3.150
H -3.974 3.001 -2.655
H -1.275 2.865 1.096
H 1.095 3.646 1.467
H 1.370 3.039 -0.182
H 0.332 0.780 0.859
H 0.924 1.463 2.381
H 3.282 1.879 2.625
H 3.636 2.610 1.034
H 5.620 1.364 1.799
H 4.624 -0.100 2.061
H 4.173 -0.476 -1.463
H 3.768 -1.193 0.122
H 1.798 -0.027 -0.749
H 2.743 1.466 -0.990
H -1.019 0.922 -1.526
*
```


[9]
Formula: C19H8Cl4NNiO2S
Source: the OMol25 dataset
Level of theory: wB97M-V/def2-TZVPD

Results
LUMO level in eV: 2.29
Max |F| in eV/Å: 0.40
Orbital gap in Eh: 0.2343
HOMO in hartree: -0.1502
Total energy in a.u.: -4681.49454

The geometry in ORCA input format:
```
! RIJCOSX wB97M-V def2-TZVPD def2/J DEFGRID3
* xyz -1 1
Ni -0.617 0.158 -0.100
S 2.442 -1.067 -2.939
C 3.271 -0.859 -1.423
C 4.626 -0.998 -1.144
C 5.044 -0.779 0.155
C 4.128 -0.435 1.156
C 2.781 -0.299 0.886
C 2.353 -0.508 -0.426
N 1.045 -0.422 -0.882
C 0.947 -0.672 -2.160
C -0.368 -0.541 -2.765
C -0.675 -0.865 -4.083
C -1.989 -0.744 -4.503
C -2.960 -0.316 -3.598
C -2.632 0.006 -2.286
C -1.318 -0.082 -1.833
H 5.331 -1.269 -1.919
H 6.094 -0.878 0.399
H 4.483 -0.277 2.166
H 2.044 -0.058 1.642
H 0.091 -1.214 -4.768
H -2.261 -0.987 -5.522
H -3.989 -0.232 -3.930
H -3.398 0.350 -1.602
Cl -4.463 2.011 4.971
C -3.105 1.491 4.027
C -1.897 1.207 4.635
Cl -1.718 1.368 6.353
C -0.808 0.780 3.859
Cl 0.727 0.417 4.586
C -0.924 0.630 2.485
O 0.029 0.195 1.697
C -2.162 0.951 1.856
O -2.187 0.857 0.544
C -3.234 1.360 2.634
Cl -4.730 1.721 1.835
*
```